# 1
This record from the Open Molecules 2025 dataset describes one molecule with the formula C23H23N5O5 at a distorted geometry. The level of theory is wB97M-V/def2-TZVPD.

Computed properties:
LUMO	-0.5	eV
HOMO-LUMO gap	7.3	eV
relative energy (zero: lowest compared OMol25 entry of this formula, charge and spin)	325.8	kJ/mol
SMILES string	COc1ccc(/C=C(\NC(=O)c2ccc([N+](=O)[O-])cc2)C(=O)NCCCn2ccnc2)cc1
E_HOMO	-0.2885	Eh

Geometry as XYZ:
```
56
Properties=species:S:1:pos:R:3:forces:R:3
O 0.79164 -2.81125 1.33878 -0.176 -0.173 -0.027
C 3.59970 -3.57147 -1.06305 0.527 -0.293 0.210
C 0.83598 1.98458 0.53828 0.084 0.564 -0.158
C -0.13232 4.44739 -0.38334 0.072 -0.212 0.033
C 1.20252 3.17894 1.15515 -0.094 -0.459 -0.137
N 2.79454 -1.77416 1.32986 0.071 0.204 0.176
H 1.00589 5.29425 1.24025 0.006 0.091 0.012
H 0.66627 7.05120 -0.29354 -0.041 -0.019 0.017
N 0.97534 -1.29321 -1.97964 -0.591 -0.001 -0.142
O -1.53283 1.14940 1.60128 -0.132 -0.053 0.071
N 2.77546 -2.47405 -1.49339 -0.249 0.137 -0.260
C -5.18279 -0.05877 -0.14516 -0.253 -0.217 -0.067
C -3.23533 -1.85368 0.72806 0.023 0.278 -0.057
C -5.45107 -1.42062 -0.06354 1.250 0.438 0.376
H -4.73715 -3.36776 0.44577 0.004 -0.011 0.015
H 2.36099 0.79735 1.45834 0.076 -0.122 0.006
C 3.56575 -2.98927 1.43224 0.197 -0.190 0.018
H 5.08022 -4.09187 0.39127 0.076 0.017 -0.017
C 3.19934 -1.22385 -1.85297 0.141 0.284 -0.122
O -6.95750 -3.10204 -0.34279 -0.085 -0.255 0.004
H 2.84770 -3.80024 1.57742 0.146 0.060 0.060
C -0.40133 6.80900 -0.26769 0.055 0.190 0.103
H -1.10938 3.31652 -1.90320 -0.073 0.001 -0.113
C 4.42266 -3.24547 0.18904 -0.428 -0.036 0.028
C 2.07395 -0.51159 -2.14808 0.303 -0.018 -0.002
H 0.81751 -3.30853 -1.37382 -0.040 -0.258 0.109
H -0.25449 1.14353 -1.11029 -0.071 -0.129 -0.058
C 0.77372 -0.47837 0.97717 0.019 0.620 0.175
H 4.23603 -0.95803 -1.88626 0.224 0.038 0.006
H -2.49588 -2.54968 1.09589 0.084 -0.077 0.031
H 1.98476 0.50730 -2.46673 0.083 0.243 -0.063
C -0.00041 2.04994 -0.58217 0.246 0.156 0.065
C -4.48790 -2.31958 0.38007 -0.373 -0.047 -0.138
C -3.93271 0.39944 0.21595 0.212 -0.156 0.077
H -0.74921 6.80744 0.77012 0.026 -0.005 -0.032
C -2.94870 -0.49279 0.63807 -0.340 0.022 0.012
H 4.28270 -3.84762 -1.87554 -0.164 -0.035 0.082
C -1.62245 0.08173 1.03285 -0.083 -0.071 0.127
C 1.37501 0.72716 1.01582 -0.188 -0.683 0.193
C -0.46795 3.25854 -1.03769 -0.046 0.246 -0.008
N -6.75508 -1.90968 -0.43557 -0.536 -0.210 -0.149
H -3.69305 1.45090 0.17799 -0.004 0.096 0.010
H 2.94120 -4.41953 -0.85970 0.053 0.047 -0.069
H 1.85639 3.15308 2.01536 0.081 -0.008 0.074
H 5.04968 -2.37187 -0.00290 0.114 -0.035 -0.025
H -0.95288 7.56013 -0.83104 0.059 -0.020 0.073
N -0.56846 -0.69002 0.66032 0.165 -0.328 -0.104
H -0.75049 -1.63954 0.35482 -0.069 0.264 -0.003
H 4.21651 -2.93160 2.31165 -0.097 -0.088 -0.051
O -7.57215 -1.10035 -0.81991 -0.202 0.148 -0.088
C 1.44548 -1.78101 1.24659 0.369 0.085 0.212
C 1.42715 -2.45453 -1.59278 -0.050 -0.158 -0.135
O -0.66930 5.58285 -0.90335 -0.050 -0.292 -0.119
H 3.29554 -0.91733 1.16288 -0.160 -0.028 -0.090
H -5.95626 0.61298 -0.48455 -0.002 0.018 -0.010
C 0.71741 4.39571 0.71739 -0.169 0.437 -0.129
```
Forces are in eV/Å.

Charges obtained by Mulliken population analysis, quoted in units of e:
1. O -0.732
2. C -0.772
3. C 0.134
4. C 0.881
5. C -1.043
6. N -0.052
7. H 0.407
8. H 0.340
9. N -0.459
10. O -0.562
11. N 0.326
12. C -0.525
13. C -0.358
14. C -0.009
15. H 0.492
16. H 0.461
17. C -0.808
18. H 0.401
19. C -0.359
20. O -0.614
21. H 0.398
22. C -0.880
23. H 0.478
24. C -0.627
25. C -0.764
26. H 0.465
27. H 0.739
28. C 0.578
29. H 0.460
30. H 0.681
31. H 0.483
32. C 0.097
33. C -0.575
34. C -0.608
35. H 0.351
36. C 0.118
37. H 0.329
38. C 0.505
39. C -1.387
40. C -0.972
41. N 0.993
42. H 0.500
43. H 0.373
44. H 0.401
45. H 0.324
46. H 0.251
47. N 0.241
48. H 0.344
49. H 0.373
50. O -0.614
51. C 0.198
52. C -0.126
53. O -0.445
54. H 0.216
55. H 0.474
56. C -0.521

---

# 2
This record from the Open Molecules 2025 dataset describes C23H23N6O6S4Sc as an isolated structure. The level of theory is wB97M-V/def2-TZVPD.

Computed properties:
LUMO	-0.4	eV
HOMO-LUMO gap	7.7	eV
relative energy (zero: lowest compared OMol25 entry of this formula, charge and spin)	24.2	kJ/mol
E_HOMO	-0.2946	Eh

Geometry as XYZ:
```
63
Properties=species:S:1:pos:R:3:forces:R:3
H 4.31894 -5.28197 0.36089 -0.001 -0.001 0.000
H -0.06953 -3.99212 -1.57904 -0.001 0.002 -0.001
H 1.42528 6.22403 -4.11081 0.001 0.000 -0.001
O 2.23521 0.21913 -0.99060 -0.046 0.014 0.047
C -3.13163 -2.43125 -0.64174 0.015 0.009 0.005
C -1.98469 3.06613 3.47493 -0.002 0.015 0.008
N 0.32403 -1.73125 0.18642 -0.004 0.021 0.006
H 5.25227 -2.95766 0.39842 0.000 -0.005 0.000
C -0.43724 5.33276 -3.51941 0.005 0.015 -0.009
H 0.25313 -4.35335 0.10355 0.002 0.003 0.001
C -1.96883 -1.79781 -0.22759 0.009 -0.013 -0.009
N -1.15093 -0.60055 3.22075 -0.004 -0.009 0.003
Sc 0.13033 0.56670 0.24838 0.145 -0.043 -0.045
N 3.60277 -2.05937 1.24013 -0.001 -0.011 -0.006
C -2.43111 4.33787 3.80581 -0.001 -0.007 0.000
O -0.38175 0.53416 -1.90626 0.025 0.013 0.014
C 1.69544 4.23755 -3.37255 -0.013 0.004 0.001
C -0.28955 3.08549 -2.65707 -0.005 -0.009 -0.017
H 4.28144 -4.62575 2.00315 0.000 0.001 0.001
C -1.96165 5.40149 3.05783 0.005 0.004 0.001
H -0.69366 6.03323 1.44604 -0.002 0.001 0.001
C -0.64896 -2.46500 -0.21650 -0.025 0.020 -0.003
C -0.62328 3.91899 1.68365 -0.018 -0.001 -0.005
C 3.87650 -4.51337 0.99650 0.000 -0.005 -0.003
H -2.28859 6.40565 3.29241 0.000 0.000 -0.001
C -1.04453 4.20305 -3.00428 0.000 -0.008 0.004
O 1.88067 2.00930 -2.60912 0.042 0.030 0.025
H -5.27861 0.06296 0.13392 -0.001 -0.003 -0.001
N -1.98708 -0.53955 0.24378 -0.033 0.023 0.015
H -0.25716 -0.93490 2.85293 0.002 0.007 -0.001
C -3.15184 0.08844 0.36563 -0.004 -0.005 -0.016
H -3.09394 -3.42568 -1.05875 -0.006 0.000 -0.001
C 1.09374 3.09858 -2.84531 -0.012 -0.019 -0.004
S 1.85696 -0.25959 2.07598 -0.019 -0.004 0.003
H -3.10713 1.10578 0.73057 0.000 -0.003 0.003
H -1.03523 6.19381 -3.78540 -0.002 -0.002 0.002
C 4.17604 -3.12896 0.43964 0.000 0.014 0.002
C -4.34167 -1.76604 -0.51974 0.000 0.001 -0.003
C -1.06059 5.18818 2.01367 0.001 -0.001 -0.001
C -1.31996 0.73675 3.13428 0.007 -0.018 0.010
S -1.21285 1.76024 -1.92326 -0.019 0.015 -0.002
H 4.18840 -1.52344 1.85485 -0.002 0.004 -0.001
O -2.45096 1.65823 -2.63397 0.009 0.020 -0.007
S -2.35811 1.55971 4.26768 0.000 0.004 -0.007
H -1.47428 -1.05066 4.06035 0.003 0.004 0.003
C -0.47578 -3.90525 -0.56849 0.005 -0.009 -0.001
O 1.40860 2.28086 -0.17378 -0.028 0.035 -0.004
C 0.93965 5.34746 -3.70199 -0.004 -0.013 0.005
C 2.33342 -1.64132 1.11445 0.016 0.009 0.004
H -2.11733 4.16630 -2.87000 0.001 0.005 -0.002
H 2.79992 -4.67469 1.03517 0.000 0.001 0.000
S 2.48142 1.67199 -1.04948 -0.055 -0.044 -0.045
N -0.77138 1.48683 2.21423 -0.022 0.020 -0.020
N 1.54672 -2.32193 0.31167 -0.010 0.008 0.000
C -1.10413 2.83747 2.41641 0.011 -0.014 -0.005
H -5.25808 -2.24293 -0.84174 -0.001 0.000 0.002
H -3.11603 4.49167 4.62897 -0.001 0.001 0.000
C -4.35971 -0.49233 0.01487 -0.004 0.003 0.001
H 0.07222 3.76008 0.87369 -0.001 -0.005 -0.003
H 2.76623 4.21959 -3.52575 0.001 -0.006 0.002
H -1.40834 -4.46037 -0.51683 -0.002 0.002 0.002
H 3.78401 -3.03556 -0.57330 0.001 -0.003 0.000
O -1.34935 2.13299 -0.49161 0.039 -0.070 0.056
```
Forces are in eV/Å.

Charges obtained by Mulliken population analysis, quoted in units of e:
1. H 0.344
2. H 0.262
3. H 0.388
4. O -0.417
5. C -1.045
6. C 0.993
7. N 1.491
8. H 0.467
9. C -0.705
10. H 0.250
11. C 0.123
12. N -0.093
13. Sc -0.521
14. N -0.142
15. C -0.510
16. O -0.508
17. C -0.478
18. C -0.013
19. H 0.278
20. C -0.546
21. H 0.438
22. C 1.054
23. C -0.269
24. C -0.978
25. H 0.382
26. C -0.804
27. O -0.341
28. H 0.440
29. N 0.822
30. H -0.047
31. C -0.010
32. H 0.427
33. C 0.427
34. S -0.552
35. H 0.396
36. H 0.404
37. C -0.470
38. C -0.517
39. C -0.962
40. C 0.237
41. S 1.863
42. H 0.225
43. O -0.671
44. S -0.316
45. H 0.283
46. C -1.674
47. O -0.198
48. C -0.454
49. C 0.646
50. H 0.483
51. H 0.192
52. S 0.187
53. N 0.617
54. N -1.453
55. C -0.626
56. H 0.440
57. H 0.395
58. C -1.005
59. H 0.614
60. H 0.475
61. H 0.485
62. H 0.226
63. O -0.433

---

# 3
This record from the Open Molecules 2025 dataset describes C23H23N6Re as an isolated structure. The level of theory is wB97M-V/def2-TZVPD.

Computed properties:
charge	+3
LUMO (spin up / spin down)	-11.6 / -11.3	eV
HOMO-LUMO gap (spin up / spin down)	5.8 / 6.1	eV
expectation value of S²	0.891
multiplicity	2
relative energy (zero: lowest compared OMol25 entry of this formula, charge and spin)	359.3	kJ/mol
E_HOMO (spin up / spin down)	-0.6385 / -0.6413	Eh

Geometry as XYZ:
```
53
Properties=species:S:1:pos:R:3:forces:R:3
H 3.52500 -1.55081 -1.88909 -0.006 0.009 -0.018
C -2.53141 0.66943 -0.94979 0.234 -0.113 0.069
C -0.04438 -2.22974 2.47546 -0.189 0.004 0.050
C 3.61771 0.24008 2.38274 0.067 -0.061 -0.004
H 1.26200 1.36710 -2.15383 -0.017 -0.019 -0.020
C -4.68990 -0.21175 -0.44670 0.032 0.129 -0.099
H -6.47557 0.60401 -1.32388 -0.008 -0.018 0.015
C 2.12029 0.76190 -1.86208 0.016 0.012 0.019
C 3.67265 -2.85795 1.94903 -0.070 -0.083 0.042
N 1.59654 -0.99915 1.39951 -0.446 -0.416 -0.042
H 0.35043 -0.61462 -3.15663 -0.040 -0.013 0.034
C -6.05266 -0.15340 -0.67444 -0.030 0.095 -0.080
H 1.56708 2.37252 4.05517 0.027 -0.011 -0.001
N -3.81979 0.71882 -1.06032 -0.280 -0.040 -0.026
C 3.62812 -0.92085 0.17543 -0.023 -0.075 -0.095
H 5.14071 -2.48807 0.55105 0.007 0.044 0.018
C 1.03500 1.43760 2.24293 0.002 -0.083 -0.135
H -6.95880 -2.78891 1.25272 0.008 0.002 0.003
N -2.12530 -1.84264 1.51455 0.205 -0.054 0.095
C 2.83808 -1.45221 -1.04506 0.093 0.098 0.034
C 1.35347 -2.00177 2.35538 0.213 0.310 -0.046
H -0.50912 -2.89766 3.19412 -0.040 0.032 -0.032
C 1.41885 0.47728 1.23669 -0.149 0.147 -0.241
H 4.65590 -0.06909 2.39825 -0.028 -0.012 0.022
H 4.46882 -0.30992 -0.15658 0.018 -0.011 -0.030
H -7.92837 -1.06296 -0.22222 0.007 -0.003 0.003
N -1.89302 -0.26231 -0.21325 0.285 0.001 0.423
H 0.09948 1.96782 2.12679 -0.021 -0.036 -0.007
C -6.85999 -1.08916 -0.05453 -0.058 -0.027 0.011
H 0.66045 -2.23027 -2.46052 0.009 -0.031 0.035
C 2.38336 -2.83909 2.63402 0.178 -0.119 -0.030
C -4.95083 -2.10511 1.00901 0.069 -0.033 0.052
H 2.80058 0.69281 -2.71352 -0.005 0.021 -0.016
H 4.31276 -3.66481 2.28571 -0.024 -0.002 0.020
H 2.44370 -2.44648 -0.83770 -0.032 -0.014 0.005
H -4.22545 1.44979 -1.63731 -0.028 -0.024 0.001
C -6.31100 -2.06342 0.78028 -0.043 -0.001 -0.001
C 2.82246 -0.17251 1.22438 -0.232 0.145 0.045
Re 0.14512 -0.60676 0.04670 0.304 0.424 -0.036
C 1.85650 1.66979 3.28366 0.129 -0.008 0.111
N 1.67682 -0.61705 -1.49745 -0.264 -0.366 0.167
H -4.51741 -2.85202 1.65932 -0.017 0.002 -0.001
C 4.17867 -2.14168 0.91649 0.007 0.074 0.025
C -2.68550 -1.13320 0.60163 -0.203 0.127 -0.220
H -1.94862 1.39926 -1.49701 0.039 0.026 0.056
H 2.62595 1.24131 -1.03008 0.012 -0.011 0.007
C -4.11998 -1.17028 0.38918 0.143 -0.014 0.006
N -0.76335 -1.62049 1.55980 0.107 -0.199 -0.171
C 3.15389 1.04720 3.35365 -0.078 0.107 0.056
H 2.20673 -3.63485 3.35040 0.028 -0.007 -0.025
H 3.81065 1.31544 4.17153 -0.011 0.012 -0.004
C 1.10281 -1.26958 -2.71910 0.084 0.031 -0.048
H 1.88643 -1.43578 -3.46077 0.016 0.053 0.002
```
Forces are in eV/Å.

Charges obtained by Mulliken population analysis, quoted in units of e:
1. H 0.516
2. C -0.145
3. C -0.118
4. C -1.116
5. H 0.362
6. C 0.389
7. H 0.413
8. C -0.849
9. C -0.262
10. N 0.798
11. H 0.379
12. C -0.899
13. H 0.509
14. N 0.119
15. C 0.614
16. H 0.561
17. C -1.368
18. H 0.458
19. N -1.262
20. C -1.435
21. C 0.092
22. H 0.572
23. C 0.815
24. H 0.548
25. H 0.846
26. H 0.444
27. N -0.418
28. H 0.510
29. C -0.481
30. H 0.415
31. C -0.534
32. C -0.424
33. H 0.441
34. H 0.492
35. H 0.445
36. H 0.311
37. C -0.788
38. C 0.393
39. Re 1.057
40. C -0.647
41. N -0.265
42. H 0.493
43. C -1.153
44. C 0.617
45. H 0.498
46. H 0.358
47. C 0.569
48. N 0.484
49. C -0.854
50. H 0.518
51. H 0.505
52. C -0.961
53. H 0.438

---

# 4
This record from the Open Molecules 2025 dataset describes an isolated ion of composition C23H23O and charge +1 at a distorted geometry. The level of theory is wB97M-V/def2-TZVPD.

Computed properties:
charge	+1
LUMO	-3.4	eV
HOMO-LUMO gap	8.1	eV
relative energy (zero: lowest compared OMol25 entry of this formula, charge and spin)	10.5	kJ/mol
E_HOMO	-0.4222	Eh

Geometry as XYZ:
```
47
Properties=species:S:1:pos:R:3:forces:R:3
C 3.64149 -1.24749 0.02768 0.526 -0.496 -0.099
H -5.70709 0.69961 0.85768 0.475 -0.494 0.051
H -0.17842 -1.86852 0.06897 0.139 0.292 0.113
C 1.14550 1.97545 -0.25878 0.074 -0.416 0.373
H -1.97831 -2.57808 0.41193 -0.483 0.259 -0.023
C 1.47008 3.31848 -0.10112 0.611 -0.296 0.506
C 0.02440 -0.80492 0.21400 -1.190 -0.474 -0.701
H 5.60582 -2.06291 -0.41346 -0.647 -0.127 0.417
C -2.80508 -1.86441 0.49040 -0.486 -0.156 -0.265
C 1.29466 -0.44528 0.44258 1.039 0.543 -0.128
C -1.17162 0.07961 0.06549 -0.825 -0.183 1.645
H 5.15273 -4.21294 0.78970 0.036 -0.046 0.051
H -1.26247 -0.35434 -2.03738 0.182 1.294 1.348
C 4.63591 -2.24482 0.08334 -0.168 0.398 -0.189
O -1.29477 0.47305 -1.45067 -0.811 -0.796 -2.726
C -3.56789 0.41258 0.67489 -1.503 0.346 -0.079
H 2.93607 -4.58835 1.88201 0.089 0.442 -0.278
H -3.34540 1.47633 0.72829 -0.113 -0.146 0.030
H 1.14147 -2.86870 1.67517 0.481 0.042 -0.121
H -0.76958 2.69952 -2.89677 -0.227 -0.052 0.097
C 2.76928 1.36899 1.43472 -0.859 -0.387 -0.540
C 4.38846 -3.45228 0.74200 -0.563 0.613 -0.024
H 3.88268 2.98163 2.28869 0.012 0.054 0.022
H -4.32374 -3.39039 0.56475 0.032 0.405 0.086
H -2.76143 2.00879 -1.35713 -0.195 0.280 0.543
C 2.12604 -2.69077 1.22504 0.286 -0.294 0.145
C -4.89468 -0.03904 0.76027 -0.235 0.450 0.084
H 2.71325 4.75326 0.95933 -0.194 -0.754 -0.109
C 3.13817 -3.65726 1.33764 -0.310 0.045 -0.090
C -5.18611 -1.40018 0.69188 0.697 0.021 0.131
C -1.70125 2.23930 -3.23812 0.277 -0.651 -0.015
H 0.97588 4.06238 -0.70182 -0.031 0.178 -0.122
H -3.14430 0.77022 -2.55378 -0.406 -0.556 0.008
H -1.47908 1.62091 -4.12017 -0.068 0.257 0.243
C -2.39154 1.42067 -2.16502 1.674 -0.008 0.385
C 3.10874 2.70484 1.58820 -0.574 0.188 -0.651
C -2.56718 -0.48830 0.45980 2.490 -0.363 -0.463
H -1.01523 1.06624 0.53923 -0.108 -0.463 -0.426
H 3.86571 -0.30359 -0.47133 -0.106 -0.279 0.111
H 0.41754 1.67661 -1.00217 0.256 0.214 0.018
C -4.12452 -2.31540 0.58965 0.065 -0.026 0.016
H -2.38596 3.03531 -3.53712 -0.029 -0.063 -0.007
C 2.44712 3.68860 0.82675 0.187 0.139 0.198
H 3.27535 0.60503 2.01458 -0.053 0.108 0.030
C 2.37331 -1.47398 0.57494 -0.164 -0.243 0.108
H -6.21078 -1.75366 0.76491 0.181 0.080 -0.077
C 1.73678 0.96823 0.53034 0.534 1.122 0.377
```
Forces are in eV/Å.

Charges obtained by Mulliken population analysis, quoted in units of e:
1. C -0.065
2. H 0.373
3. H 0.528
4. C -0.246
5. H 0.258
6. C -0.701
7. C -0.515
8. H 0.360
9. C -0.657
10. C 0.146
11. C -0.021
12. H 0.413
13. H 0.479
14. C -0.724
15. O -0.326
16. C -0.285
17. H 0.370
18. H 0.528
19. H 0.426
20. H 0.278
21. C -0.085
22. C -0.439
23. H 0.418
24. H 0.405
25. H 0.309
26. C -0.463
27. C -0.725
28. H 0.369
29. C -0.677
30. C -0.587
31. C -1.115
32. H 0.410
33. H 0.372
34. H 0.334
35. C -0.133
36. C -0.814
37. C 0.632
38. H 0.598
39. H 0.473
40. H 0.518
41. C -0.577
42. H 0.393
43. C -0.453
44. H 0.528
45. C 0.006
46. H 0.410
47. C 0.271